Computed, not measured: C9H18OSi as an isolated structure in a non-equilibrium geometry, with ωB97M-V/def2-TZVPD.

```
29
Properties=species:S:1:pos:R:3:forces:R:3
C 0.710966 -1.795379 0.894161 -2.65 -1.73 0.91
O -0.464509 0.531035 0.052644 3.44 0.17 -0.18
C -1.512145 -1.549887 -0.236900 -3.37 0.57 -0.48
C -2.265418 0.345830 1.453568 0.03 -0.30 -3.32
H -2.519413 -1.920876 0.039939 0.42 -0.44 -0.02
H -0.798883 -3.127509 1.039489 -0.48 -2.39 1.29
H 3.575183 -0.168185 -0.046082 1.99 2.42 -0.68
H 2.920150 -1.533116 -0.673572 -0.21 -0.84 0.21
C -2.418486 0.756919 -1.084871 0.99 -0.96 0.01
H 1.508916 -0.108036 -2.560065 0.62 0.14 0.02
H -1.457848 0.042122 1.996988 1.46 -1.08 2.49
H 1.227027 2.338105 1.323851 -2.24 2.61 0.01
H -1.991939 1.756203 -0.901882 -0.99 -0.05 -0.47
C 2.816634 -0.827715 0.139826 -1.75 -0.44 -2.19
H 1.728377 1.057711 2.145341 0.58 -1.43 2.32
C 1.626718 0.761401 -1.901432 -3.77 -0.62 -0.15
C -0.498664 -2.245038 0.619335 1.81 3.10 -1.47
H -3.486594 0.632590 -0.958619 -0.28 0.44 -0.38
H -3.155833 -0.167607 1.505113 -1.97 -1.50 1.08
C 1.777056 1.492476 1.218533 2.16 -0.11 -3.74
C -1.702991 -0.011224 0.034853 -0.21 -0.17 -0.13
H -1.524707 -1.770120 -1.342861 0.78 0.35 1.01
H 2.786144 1.939662 0.916509 -0.89 -1.13 0.77
H -2.041735 0.375170 -2.066914 -0.56 0.43 0.62
H 0.973240 1.530599 -2.339316 -0.16 -0.17 0.28
H -2.482382 1.364375 1.648211 0.14 1.20 -0.39
H 2.542063 1.209089 -1.877419 2.93 0.62 -0.17
Si 1.175003 0.273048 -0.139755 2.34 2.30 1.12
H 2.954060 -1.181634 1.101336 -0.17 -0.98 1.62
```
Positions in Å, forces in eV/Å.

## Properties
LUMO energy (spin up / spin down) in eV: -1.1 / -1.1
Multiplicity: 1

***

Computed, not measured: a 2-piece molecular cluster, C9H18OSi2 overall in a non-equilibrium geometry, with ωB97M-V/def2-TZVPD.

```
30
Properties=species:S:1:pos:R:3:forces:R:3
H -1.717017 -1.632200 0.811536 -0.63 0.02 -0.75
C 3.509110 -1.508387 0.814099 0.99 0.75 -1.16
C -0.866750 0.650727 1.940195 -0.06 0.04 0.38
H 0.711490 2.096614 1.554316 -0.83 -0.59 -0.63
H -1.678447 3.029199 -2.975822 0.05 0.51 -0.54
C -3.090743 -2.367845 -0.885413 -1.55 0.02 2.11
Si 0.371196 1.018952 -0.613548 -1.28 1.28 -1.94
O 1.451001 -0.146798 -0.405109 -0.60 -0.24 0.01
Si 2.717094 -1.091442 -0.811176 -0.05 1.08 0.37
H -1.077021 1.135425 2.891625 -0.04 -0.23 0.19
H -0.365476 -0.306602 2.120996 0.81 0.54 0.02
C -0.200962 1.675347 1.015030 1.86 -0.21 0.98
H -2.236117 -3.269662 1.043234 -0.25 -0.75 -0.28
C -0.265432 1.670324 -2.130445 1.99 -2.11 0.72
H 3.900129 0.462090 1.313787 0.78 -0.78 0.36
H -3.118118 -2.767737 -1.856182 0.44 -0.09 -1.09
C -2.443460 -2.387821 0.456114 -0.42 0.93 0.80
H 3.498612 -0.237968 -1.706149 0.51 0.06 -0.09
H -1.783995 0.265849 1.553799 -1.03 0.33 -0.46
H 4.753191 -0.803117 2.398808 0.71 -0.23 0.79
H -1.600527 3.195109 -1.261513 -0.05 -0.49 0.12
C -3.918226 -2.044912 0.085418 4.30 -0.70 -1.66
H 3.647556 -2.557486 0.837481 0.45 -1.11 1.05
H -4.890346 -1.837871 0.335606 -1.89 0.44 0.79
H 2.324756 -2.234085 -1.603273 -0.23 -0.69 -0.06
H -0.791975 2.558298 0.853958 -0.65 0.21 -0.11
H -0.185375 3.818451 -2.065133 -1.73 -1.02 -0.97
H 0.163440 1.241667 -3.106584 -0.85 0.83 1.47
C -0.995488 2.974215 -2.145124 1.54 1.57 0.84
C 4.177889 -0.598340 1.539467 -2.31 0.62 -1.28
```
Positions in Å, forces in eV/Å.

## Properties
Structure (SMILES): C=C[SiH2]O/[Si](=C/C)CC.C1=CC1
LUMO energy (spin up / spin down) in eV: 0.5 / 0.5
Multiplicity: 1

***

In the order shown, the computed relative energy (zero: lowest compared OMol25 entry of this formula, charge and spin) values come out to 124.6, 74.6 kcal per mole.